[1]
This record from OMol25 describes a molecular structure, C34H41ClN6O4PZr. The level of theory is wB97M-V/def2-TZVPD.

Structure (ORCA input):
```
! wB97M-V def2-TZVPD RIJCOSX def2/J DEFGRID3
* xyz 3 1
Zr 0.1464 0.7526 -0.2116
N -4.1328 0.0285 -1.4921
C -2.9482 0.4837 -1.8481
N -2.0995 1.0165 -0.9955
C -2.4687 1.1276 0.3261
N -1.6273 1.7115 1.1597
N -0.6548 2.5681 0.5916
C -1.0871 3.6650 0.0618
C -0.3336 4.7924 -0.4671
C -1.0818 5.8333 -1.0083
C -0.4197 6.9711 -1.4566
C 0.9510 7.0208 -1.3185
C 1.6146 5.9244 -0.7561
N 1.0027 4.8281 -0.3457
C -3.6932 0.5493 0.8051
C -4.0866 0.5758 2.1490
C -5.3094 0.0543 2.5036
C -6.1582 -0.4851 1.5292
C -5.7947 -0.5100 0.1970
C -4.5564 0.0096 -0.1556
H -4.7589 -0.3223 -2.2062
H -2.6752 0.4091 -2.8936
H -2.1653 3.8289 0.0831
H -2.1608 5.7684 -1.0627
H -0.9694 7.7990 -1.8824
H 1.5144 7.8916 -1.6244
H 2.6913 5.9566 -0.6275
H -3.4247 1.0105 2.8855
H -5.6248 0.0679 3.5376
H -7.1225 -0.8793 1.8212
H -6.4597 -0.9201 -0.5527
C 5.7801 1.1046 -2.4329
C 4.5144 1.5541 -1.7703
C 3.2648 1.3310 -2.3476
C 2.0537 1.9270 -1.7522
N 2.1144 2.2564 -0.3605
C 3.2745 2.4637 0.1607
C 4.4927 2.1924 -0.5369
H 5.6440 0.1352 -2.9118
H 6.5924 1.0260 -1.7139
H 6.0755 1.8181 -3.2049
H 3.1778 0.9348 -3.3571
H 2.1307 2.9248 -2.2721
H 3.3178 2.7936 1.1930
H 5.4250 2.4276 -0.0348
C -2.3945 -3.8108 0.4647
C -1.4911 -3.3950 1.6311
C -0.8294 -4.6189 2.2676
C -2.2722 -2.5854 2.6561
P -0.1235 -2.3631 0.9154
C 0.7241 -1.6986 2.3800
C 0.3953 -0.4327 2.8698
C 1.1343 0.1462 3.8953
C 2.2052 -0.5431 4.4447
C 2.5292 -1.8088 3.9728
C 1.8023 -2.3809 2.9386
C 1.0552 -2.9884 -3.0957
C 1.7129 -2.1421 -2.3908
C 1.7555 -4.3576 -3.1064
C -0.1717 -2.7509 -3.9317
H -3.1773 -4.4806 0.8249
H -1.8363 -4.3440 -0.3081
H -2.8793 -2.9403 0.0136
H -1.6100 -5.3042 2.6024
H -0.2338 -4.3489 3.1389
H -0.1980 -5.1618 1.5607
H -3.1223 -3.1803 2.9991
H -2.6613 -1.6663 2.2192
H -1.6668 -2.3362 3.5269
H -0.5096 0.0681 2.5313
H 0.8542 1.1169 4.2848
H 2.7763 -0.1042 5.2517
H 3.3584 -2.3510 4.4072
H 2.0985 -3.3506 2.5551
H 1.2682 -1.8943 -0.0640
H 1.7337 -0.1236 -1.2514
H 3.3631 -0.6874 -1.5029
H 2.6198 -4.3981 -2.4472
H 2.0649 -4.5526 -4.1323
H 1.0256 -5.1026 -2.7890
H -0.3185 -1.6939 -4.1411
H -1.0374 -3.1516 -3.4020
H -0.0696 -3.2912 -4.8713
O 2.5106 -0.1622 0.5012
Cl 2.3961 -1.2656 -0.7002
O 3.2647 -2.4116 -0.4254
O 0.7857 1.4165 -2.0308
O -0.7962 -0.9854 0.3323
*
```

Results
LUMO ... -0.403 hartree
Orbital gap ... 0.1581 Eh
ΔE to the lowest compared entry with this formula, charge and spin ... 1007.69 kJ/mol

Results of the Mulliken charge analysis, in e, for atoms 1 through 6: Zr -0.1118; N 0.1111; C -0.5534; N -0.4742; C 1.4032; N -0.7204

=====

[2]
This record from OMol25 describes a molecular structure, C5H8O2. The level of theory is wB97M-V/def2-TZVPD.

Structure (ORCA input):
```
! wB97M-V def2-TZVPD RIJCOSX def2/J DEFGRID3
* xyz 0 1
C -1.0266 0.3760 -1.4631
C -0.1752 0.0264 -0.2758
C 0.9152 -1.0261 -0.3231
O 0.7659 -1.3355 1.0820
C -0.3878 -0.4933 1.1466
C 0.0523 0.9079 0.9284
O 1.2924 1.3691 1.3464
H -1.6863 -0.4441 -1.7686
H -1.6363 1.2677 -1.2832
H -0.3640 0.6029 -2.3082
H 1.9296 -0.7125 -0.5943
H 0.6175 -1.8937 -0.9237
H -1.2398 -0.8627 1.7108
H -0.7269 1.6574 1.0579
H 1.7896 0.5819 1.6162
*
```

Results
LUMO ... 0.034 hartree
Orbital gap ... 0.3742 Eh
ΔE to the lowest compared entry with this formula, charge and spin ... 247.92 kJ/mol

Results of the Mulliken charge analysis, in e, for atoms 1 through 6: C -1.4633; C 0.7558; C -0.4490; O -0.4712; C -0.1399; C -0.3019

=====

[3]
This record from OMol25 describes 6 unconnected molecules or ions with the total composition C15H28Cl4N2O3. The level of theory is wB97M-V/def2-TZVPD.

Structure (ORCA input):
```
! wB97M-V def2-TZVPD RIJCOSX def2/J DEFGRID3
* xyz 1 2
N 3.7862 6.1640 -20.4966
C 4.8379 7.0148 -20.2750
C 4.3072 8.2957 -20.6313
C 2.9177 8.1503 -20.9123
C 2.6377 6.7722 -20.8992
H 3.7796 5.1590 -20.3963
H 5.8793 6.7608 -20.1433
H 4.9428 9.1680 -20.6709
H 2.2316 8.9599 -21.1126
H 1.7898 6.1058 -20.9554
N 12.8925 8.5837 -13.4377
C 12.3978 9.3590 -14.4429
C 11.0184 9.0399 -14.4980
C 10.7658 8.1735 -13.4473
C 11.9386 7.8875 -12.7126
H 13.8520 8.6122 -13.1238
H 12.9289 9.9368 -15.1848
H 10.3114 9.3507 -15.2530
H 9.8212 7.7357 -13.1601
H 12.2214 7.1833 -11.9442
C 8.8623 8.7860 -18.5568
Cl 9.7891 7.4869 -17.9403
Cl 7.0975 8.5378 -18.4549
Cl 9.1426 10.2285 -17.5110
Cl 9.4859 9.0795 -20.2165
C 4.5164 6.0011 -17.1371
C 5.3431 5.4675 -15.9740
O 4.7588 4.4460 -15.2864
H 4.5032 5.3533 -18.0136
H 4.7909 6.9835 -17.5212
H 3.4813 6.0626 -16.8010
H 5.5748 6.3235 -15.3402
H 6.2857 5.1275 -16.4030
H 5.4803 4.1224 -14.7421
C 12.8584 5.9041 -17.9934
C 14.2503 6.0840 -17.3457
O 15.2408 5.8086 -18.2955
H 12.1070 6.1518 -17.2436
H 12.6376 4.9271 -18.4233
H 12.7158 6.6951 -18.7297
H 14.4136 5.4095 -16.5051
H 14.3514 7.0782 -16.9104
H 15.1643 6.3928 -19.0534
C 11.9226 11.9227 -18.1709
C 13.2766 11.5651 -18.6791
O 14.1923 12.1942 -17.8153
H 11.6358 12.9395 -18.4390
H 11.8210 11.6268 -17.1267
H 11.2238 11.2706 -18.6949
H 13.3400 11.9389 -19.7010
H 13.4955 10.4978 -18.7104
H 15.0306 12.1002 -18.2736
*
```

Results
LUMO (alpha / beta) ... -0.134 / -0.286 hartree
⟨S²⟩ ... 0.763
Orbital gap (alpha / beta) ... 0.2226 / 0.0713 Eh

Results of the Mulliken charge analysis, in e, for atoms 1 through 6: N 0.0110; C -0.5316; C 0.0096; C -0.6441; C -0.1779; H 0.2841

=====

[4]
This record from OMol25 describes a molecular structure, C29H35O5SeTl. The level of theory is wB97M-V/def2-TZVPD.

Structure (ORCA input):
```
! wB97M-V def2-TZVPD RIJCOSX def2/J DEFGRID3
* xyz -2 1
C 0.2972 -0.5489 -4.5486
C 0.0490 -0.9737 -3.0712
C -0.0324 0.9410 -4.6572
C -0.9216 1.3226 -3.4155
H -0.5591 1.1138 -5.6091
H 0.9067 1.5202 -4.6636
C -1.0450 -0.0620 -2.5329
H 0.9972 -0.8711 -2.5136
H -0.2617 -2.0314 -3.0649
C -1.5623 -0.5296 -1.0610
H -1.9451 -0.4283 -3.0575
H -1.9315 1.5255 -3.8216
C -0.3897 2.5950 -2.8939
C 1.6938 -0.8994 -5.0353
C -0.4865 -1.3215 -5.6197
O -1.1263 -0.7978 -6.5224
O 2.6120 -1.2556 -4.3155
O 1.8047 -0.7893 -6.3762
O -0.3671 -2.6566 -5.5387
C -0.8940 -3.3013 -6.7072
H -0.6924 -4.3590 -6.5656
H -0.3859 -2.9196 -7.6001
H -1.9674 -3.1081 -6.7979
C 3.0930 -1.1596 -6.8651
H 3.8818 -0.5760 -6.3781
H 3.0615 -0.9558 -7.9332
H 3.2749 -2.2251 -6.6835
O -1.2107 -0.1792 0.2666
H -1.2325 -1.5933 -1.0628
H -2.6729 -0.4119 -1.0922
C -1.3618 3.4997 -2.2909
C 0.9800 2.5189 -2.3933
H 1.7142 3.0580 -3.0064
H 1.3251 1.4714 -2.3122
H 1.0611 2.9486 -1.3812
H -1.0276 3.7953 -1.2882
H -2.3326 2.9919 -2.1840
H -1.5184 4.4174 -2.8640
Tl -0.4777 1.6079 1.0544
C -2.0260 -0.4385 4.2329
C -2.5921 -0.3159 2.9336
C -2.2394 -1.4869 2.1979
H -3.1897 0.5175 2.5697
C -1.4375 -2.3129 3.0275
C -1.3160 -1.6724 4.2920
H -0.7727 -2.0523 5.1524
H -2.1126 0.2906 5.0366
H -2.5393 -1.7375 1.1907
H -0.9907 -3.2581 2.7267
C 2.1639 0.3261 3.3640
C 1.9086 -0.7356 4.2708
C 1.7872 -1.9346 3.5148
H 1.8246 -0.6452 5.3524
C 1.9707 -1.6181 2.1429
C 2.2033 -0.2139 2.0463
H 2.4086 0.3386 1.1273
H 2.2808 1.3784 3.6331
H 1.5843 -2.9244 3.9220
H 1.9403 -2.3194 1.3107
Se -0.1506 3.0911 4.5486
C -0.1157 2.2541 6.1578
C -1.3172 2.0414 6.8940
C -1.2978 1.3739 8.1104
C -0.0840 0.9179 8.6562
C 1.1140 1.1377 7.9525
C 1.1058 1.8045 6.7344
H -2.2505 2.4213 6.4777
H -2.2365 1.2085 8.6454
H -0.0713 0.4047 9.6192
H 2.0642 0.7900 8.3662
H 2.0336 1.9964 6.1967
*
```

Results
LUMO (alpha / beta) ... 0.125 / 0.125 hartree
Orbital gap (alpha / beta) ... 0.1330 / 0.1336 Eh
ΔE to the lowest compared entry with this formula, charge and spin ... 0.00 kJ/mol

Results of the Mulliken charge analysis, in e, for atoms 1 through 6: C 3.2494; C -1.9087; C -1.5116; C 0.5739; H 0.3245; H 0.2425